ORCA calculation (wB97M-V/def2-TZVPD) on an isolated molecule of C3H6ClN.

Structure (XYZ):
```
11
Properties=species:S:1:pos:R:3:forces:R:3
C 0.8306 -0.7867 -1.4953 1.447 0.957 -4.103
C 0.6251 -0.2939 -0.2997 -0.089 -2.328 3.568
Cl 1.9753 -0.5575 0.9013 0.116 0.576 -0.869
C -0.6751 -0.1430 0.6278 2.270 -1.510 -0.476
N -0.6632 1.2273 1.0482 0.110 3.664 -3.743
H 1.8028 -0.9825 -2.1289 -1.299 0.173 2.488
H 0.1366 -0.6448 -2.3301 -0.897 -0.260 0.830
H -1.5925 -0.7166 -0.0351 2.059 1.753 2.327
H -0.2222 -0.5405 1.8156 -2.159 -0.216 -3.994
H -1.4336 1.3441 1.6120 -1.965 0.635 1.938
H -0.7839 2.0941 0.2841 0.406 -3.445 2.032
```
Forces are in eV/Å.

Properties
total charge: 0
HOMO: -0.3472 hartree
HOMO-LUMO gap: 10.14 eV
lowest unoccupied orbital energy: 0.025 Ha
SMILES string: C=C(Cl)CN

Results of the natural (NBO) charge analysis, in e, for atoms 1 through 4: C -0.4342; C 0.0166; Cl -0.0869; C -0.2672


ORCA calculation (wB97M-V/def2-TZVPD) on an isolated molecule of C3H6ClN.

Structure (XYZ):
```
11
Properties=species:S:1:pos:R:3:forces:R:3
N 0.9514 -1.2537 0.0744 -0.862 -2.438 2.559
C 0.4659 -0.0451 -0.3996 -0.485 1.259 0.951
C -0.0604 0.9377 0.5930 -0.630 1.878 -1.591
C -0.9826 0.4487 -0.5164 1.317 -0.459 0.053
Cl -2.2200 -0.6132 0.0503 -0.799 -0.486 -0.196
H 1.6611 -1.8039 -0.3972 -0.696 0.359 0.098
H 0.4723 -1.6944 0.9498 1.434 1.159 -2.637
H 1.0806 0.4533 -1.0836 0.945 0.168 -1.296
H -0.2993 0.5097 1.5109 -0.403 -0.530 1.523
H 0.1266 2.0249 0.6344 0.410 -0.771 -0.114
H -1.1955 1.0360 -1.4161 -0.230 -0.138 0.650
```
Forces are in eV/Å.

Properties
total charge: 0
HOMO: -0.3100 hartree
HOMO-LUMO gap: 9.52 eV
lowest unoccupied orbital energy: 0.040 Ha
SMILES string: N[C@@H]1C[C@@H]1Cl

Results of the natural (NBO) charge analysis, in e, for atoms 1 through 4: N -0.8695; C -0.0412; C -0.4382; C -0.2725


ORCA calculation (wB97M-V/def2-TZVPD) on the ion C3H6ClN2O2 with charge +1.

Structure (XYZ):
```
14
Properties=species:S:1:pos:R:3:forces:R:3
N -0.7700 -1.5200 -0.2337 -2.805 0.450 -6.050
C -0.0643 -0.2082 -0.7646 0.669 0.041 5.247
C -0.9166 1.0557 -0.4703 -1.518 -0.674 -2.426
O -1.9071 1.3101 -1.1036 0.838 -0.221 0.961
O -0.3582 1.7836 0.4555 0.385 0.861 0.539
C 0.7769 1.1819 1.0215 0.668 -0.899 2.271
N 0.9775 -0.1001 0.2785 0.954 0.842 -0.911
Cl 2.6510 -0.3959 -0.2093 -1.196 0.270 0.093
H -0.9121 -2.1938 -1.0504 0.689 0.690 1.189
H -1.7287 -1.4680 0.0789 -0.591 0.886 0.485
H -0.2386 -1.9130 0.4452 2.443 -1.516 2.681
H 0.2752 -0.3074 -1.7420 0.322 -0.417 -1.732
H 0.5662 0.9256 2.0918 -0.411 -0.054 -0.860
H 1.6490 1.8496 1.2026 -0.448 -0.262 -1.485
```
Forces are in eV/Å.

Properties
total charge: +1
HOMO: -0.5309 hartree
HOMO-LUMO gap: 10.22 eV
lowest unoccupied orbital energy: -0.155 Ha
SMILES string: [NH3+][C@H]1C(=O)OCN1Cl

Results of the natural (NBO) charge analysis, in e, for atoms 1 through 4: N -0.6770; C 0.0142; C 0.7418; O -0.4835


ORCA calculation (wB97M-V/def2-TZVPD) on an isolated molecule of C3H6ClN3.

Structure (XYZ):
```
13
Properties=species:S:1:pos:R:3:forces:R:3
N -0.7500 -2.0218 0.9402 0.993 0.673 0.983
C -0.9132 -1.2199 -0.1845 1.143 1.368 -1.392
C -0.5087 0.0732 -0.2623 0.895 0.649 -0.917
Cl -0.6549 1.0808 -1.8995 -0.163 -1.618 1.964
C 0.1765 0.9616 0.7241 -1.236 0.089 1.528
N 1.2262 0.7402 1.4541 -2.505 2.921 0.452
N 1.8943 -0.3903 1.3701 1.892 -1.131 -1.581
H 0.0394 -1.8869 1.6364 -1.280 0.694 -1.439
H -0.7968 -2.9949 0.7994 -0.495 -1.085 -0.566
H -1.2896 -1.5711 -1.1890 0.064 -0.359 1.669
H -0.4980 1.8209 1.0370 1.499 -0.649 -0.593
H 2.9353 -0.1949 1.5737 -2.284 -0.757 -0.797
H 1.6234 -0.7335 0.4191 1.476 -0.796 0.690
```
Forces are in eV/Å.

Properties
total charge: 0
HOMO: -0.3177 hartree
HOMO-LUMO gap: 9.34 eV
lowest unoccupied orbital energy: 0.026 Ha
SMILES string: N/C=C(Cl)\C=N/N

Results of the natural (NBO) charge analysis, in e, for atoms 1 through 4: N -0.8155; C -0.0275; C -0.1011; Cl -0.1132


ORCA calculation (wB97M-V/def2-TZVPD) on a cluster of 2 separate species, C3H6ClN3 in total.

Structure (XYZ):
```
13
Properties=species:S:1:pos:R:3:forces:R:3
C -0.5501 1.6500 1.1200 -1.041 1.122 -1.165
C -0.0750 0.7496 0.0838 -1.754 0.227 -0.349
N -0.6795 0.4184 -0.9681 -0.481 -0.642 -2.240
Cl -2.2895 0.9738 -1.4851 0.720 -0.155 1.187
H 0.1138 2.4808 1.0100 0.617 0.790 0.800
H -0.7302 1.3368 2.1248 0.410 -0.470 0.517
H -1.4824 2.0204 0.6872 -0.256 0.072 0.520
H 0.9199 0.4712 -0.0884 1.659 -0.739 0.815
N 1.4883 -2.3131 1.2694 0.687 0.011 1.951
C 1.1807 -2.1758 0.1820 -0.038 -0.348 0.599
N 0.7624 -2.1344 -1.0423 4.102 -0.115 -3.413
H -0.1148 -1.8000 -1.1759 -3.133 1.270 -0.500
H 1.4562 -1.6778 -1.7175 -1.491 -1.021 1.277
```
Forces are in eV/Å.

Properties
total charge: 0
HOMO: -0.3669 hartree
HOMO-LUMO gap: 10.51 eV
lowest unoccupied orbital energy: 0.019 Ha
SMILES string: C/C=N\Cl.N#CN

Results of the natural (NBO) charge analysis, in e, for atoms 1 through 4: C -0.6994; C 0.1279; N -0.4256; Cl 0.0530


ORCA calculation (wB97M-V/def2-TZVPD) on a cluster of 2 separate species, C3H6ClNO in total.

Structure (XYZ):
```
12
Properties=species:S:1:pos:R:3:forces:R:3
C -1.9701 1.4116 0.2931 -0.366 0.285 0.006
C 0.6840 -1.3817 0.1632 0.390 2.679 2.598
C 1.4414 -0.3751 -0.5746 -0.994 0.254 -0.665
N -0.8976 0.7825 0.0401 -0.509 -1.440 0.677
O 0.2312 1.2089 -0.3819 1.275 -0.753 -0.756
Cl 2.9141 0.2449 0.0728 -0.419 0.040 -0.262
H -2.7998 0.8139 0.7417 0.820 0.540 -0.610
H -2.1323 2.4761 0.0913 0.220 -0.152 0.164
H 0.6128 -2.3672 -0.1051 0.430 -2.317 -1.210
H -0.3014 -0.9688 0.0702 -1.541 0.252 -0.345
H 0.7597 -1.2902 1.2746 0.620 -0.178 -0.805
H 1.4581 -0.5548 -1.6853 0.075 0.789 1.206
```
Forces are in eV/Å.

Properties
total charge: 0
HOMO: -0.3250 hartree
HOMO-LUMO gap: 9.26 eV
lowest unoccupied orbital energy: 0.015 Ha

Results of the natural (NBO) charge analysis, in e, for atoms 1 through 4: C -0.1960; C -0.7414; C 0.0660; N -0.1158


ORCA calculation (wB97M-V/def2-TZVPD) on an isolated molecule of C3H6ClNO2.

Structure (XYZ):
```
13
Properties=species:S:1:pos:R:3:forces:R:3
O -1.9874 -0.8938 -0.8741 0.243 -0.076 -3.827
C -2.0280 0.1342 0.0038 0.703 0.619 3.689
N -0.7755 0.8512 0.2017 6.597 -4.445 0.464
C 0.5286 -0.0960 0.2299 -5.930 7.366 -0.348
O 0.5980 -1.2908 -0.2023 2.191 -1.727 0.255
C 1.8544 0.6856 0.5373 -1.795 -2.355 -0.761
Cl 3.0867 -0.0353 -0.5816 0.375 0.607 -0.214
H -1.6949 -0.4980 -1.7814 -0.757 -1.140 2.337
H -2.7052 0.9589 -0.1986 -0.541 -0.054 -0.466
H -2.3513 -0.2993 1.0442 0.362 0.526 -1.805
H 1.6135 -1.4811 -0.2308 -1.917 -0.117 -0.343
H 1.6797 1.7562 0.3927 0.417 -0.443 0.451
H 2.1814 0.2083 1.4592 0.052 1.238 0.568
```
Forces are in eV/Å.

Properties
total charge: 0
HOMO: -0.3152 hartree
HOMO-LUMO gap: 8.99 eV
lowest unoccupied orbital energy: 0.015 Ha
SMILES string: OC/N=C(\O)CCl

Results of the natural (NBO) charge analysis, in e, for atoms 1 through 4: O -0.7032; C 0.0596; N -0.5718; C 0.5714


ORCA calculation (wB97M-V/def2-TZVPD) on an isolated molecule of C3H6ClNP2.

Structure (XYZ):
```
13
Properties=species:S:1:pos:R:3:forces:R:3
C 1.7690 -0.3331 1.3191 0.005 0.095 0.054
C 1.1196 -1.2236 0.3156 -0.093 0.039 -0.096
C -0.1292 -1.0793 -0.1223 -0.101 -0.121 -0.164
P -1.2543 0.1969 0.4811 0.434 1.445 -0.485
Cl -2.9971 -0.6867 -0.0801 -0.830 -0.426 -0.245
P -1.2946 1.2872 -1.8297 0.225 -0.667 -0.131
N -1.8922 2.6401 -2.2730 0.167 -0.468 0.892
H 2.8510 -0.3518 1.2162 0.047 0.086 0.016
H 1.5206 -0.6685 2.3269 0.049 0.006 0.106
H 1.4146 0.6906 1.2113 0.122 0.085 0.120
H 1.7176 -2.0443 -0.0584 -0.017 -0.132 -0.088
H -0.5432 -1.7838 -0.8337 0.057 -0.059 -0.089
H -2.2818 3.3562 -1.6730 -0.065 0.116 0.111
```
Forces are in eV/Å.

Properties
total charge: 0
HOMO: -0.2888 hartree
HOMO-LUMO gap: 7.36 eV
lowest unoccupied orbital energy: -0.018 Ha
SMILES string: C/C=C\P(Cl)#P=N

Results of the natural (NBO) charge analysis, in e, for atoms 1 through 4: C -0.6653; C -0.1211; C -0.5836; P 0.4109


ORCA calculation (wB97M-V/def2-TZVPD) on an isolated molecule of C3H6ClNSi.

Structure (XYZ):
```
12
Properties=species:S:1:pos:R:3:forces:R:3
C 0.6882 0.4122 -1.6118 -2.361 -2.042 -0.185
Si -0.3486 0.2611 -0.0462 -0.546 -2.305 0.602
C 0.4556 0.1564 1.6430 -0.279 2.576 -0.562
Cl -1.7666 1.7205 0.1891 0.068 0.015 -0.480
C -1.4813 -1.5266 -0.1808 1.508 2.195 0.208
N -2.0489 -2.5276 -0.1304 0.005 0.054 -0.086
H 0.8650 1.4518 -1.7605 -0.231 0.716 -0.945
H 1.5753 -0.1332 -1.7785 1.597 -0.475 1.043
H 0.1116 -0.2500 -2.3636 0.038 2.088 0.520
H 1.1957 0.9683 1.8640 -0.906 -0.179 -0.396
H -0.2849 0.1389 2.4266 -0.361 0.115 0.178
H 1.0389 -0.6717 1.7492 1.467 -2.759 0.105
```
Forces are in eV/Å.

Properties
total charge: 0
HOMO: -0.4220 hartree
HOMO-LUMO gap: 12.03 eV
lowest unoccupied orbital energy: 0.020 Ha
SMILES string: C[Si](C)(Cl)C#N

Results of the natural (NBO) charge analysis, in e, for atoms 1 through 4: C -1.1488; Si 1.5282; C -1.1245; Cl -0.3505


ORCA calculation (wB97M-V/def2-TZVPD) on a structure of composition C3H6ClO.

Structure (XYZ):
```
11
Properties=species:S:1:pos:R:3:forces:R:3
C -0.1383 1.1096 -0.8996 -1.507 2.698 2.290
C 1.6064 0.6447 0.5823 0.557 -0.897 0.362
C -1.2859 -1.7986 0.2734 0.428 -2.678 3.140
O 0.9709 0.5630 -0.5133 0.600 -0.123 -1.891
Cl -1.6941 -0.4768 -0.5526 -0.664 0.139 -0.534
H -0.2747 1.2761 -1.9238 0.177 -0.591 -1.536
H -0.6140 1.9744 -0.2998 0.988 -1.664 -0.389
H 2.5328 0.1518 0.6722 0.804 -0.778 -0.466
H 1.2800 1.1636 1.4050 -1.272 1.547 1.582
H -1.4670 -1.8302 1.4505 0.442 0.373 -2.865
H -0.9162 -2.7777 -0.1943 -0.551 1.975 0.307
```
Forces are in eV/Å.

Properties
total charge: +1
HOMO (alpha / beta): -0.4935 / -0.4915 hartree
HOMO-LUMO gap (alpha / beta): 7.70 / 7.51 eV
lowest unoccupied orbital energy (alpha / beta): -0.210 / -0.216 Ha

Results of the natural (NBO) charge analysis, in e, for atoms 1 through 4: C -0.0055; C 0.1405; C -0.4481; O -0.3401


| no. | calculated total energy (Ha) |
| --- | --- |
| 1 | -632.71599 |
| 2 | -632.79569 |
| 3 | -837.76145 |
| 4 | -742.28028 |
| 5 | -742.27854 |
| 6 | -707.93745 |
| 7 | -783.21477 |
| 8 | -1315.51782 |
| 9 | -922.38982 |
| 10 | -652.84506 |